The following is a DFT calculation (ωB97M-V/def2-TZVPD) of a cluster of 6 separate species, C30H76N7O6S in total.

Geometry as ORCA input:
```
! RIJCOSX wB97M-V def2-TZVPD def2/J DEFGRID3
* xyz 0 2
C -0.24466 -2.48400 -0.51377
C -0.29274 -1.42050 -1.65485
C -0.63961 -2.21820 -2.93662
C -1.42813 -0.42654 -1.26403
C -1.22384 1.04083 -1.74329
S -0.72716 2.17103 -0.37310
C -2.62374 1.52302 -2.25666
N -2.51878 2.91074 -2.76262
C -0.20850 1.06345 -2.89834
C 1.15192 0.42981 -2.54706
C 1.88406 0.18529 -3.89503
C 2.05625 1.42888 -1.77563
N 1.05403 -0.79282 -1.68267
O 1.88718 -1.68631 -2.14023
H 0.63121 -3.12919 -0.59671
H -0.18334 -1.92547 0.42696
H -1.13631 -3.11849 -0.52274
H -1.70429 -2.47204 -2.89688
H -0.43378 -1.68076 -3.86468
H -0.10818 -3.17121 -2.97705
H -1.59929 -0.51667 -0.19009
H -2.33408 -0.79639 -1.75943
H -1.89436 2.78716 -0.02625
H -3.27034 1.57007 -1.37454
H -3.02071 0.82536 -3.00523
H -3.46600 3.26398 -2.80880
H -2.15917 2.86143 -3.70700
H -0.64536 0.48578 -3.72695
H -0.10345 2.08388 -3.27486
H 1.42068 -0.60128 -4.49162
H 1.79230 1.13023 -4.44997
H 2.95010 0.02614 -3.74967
H 3.06065 0.99062 -1.74978
H 1.75695 1.53251 -0.73147
H 2.15310 2.38365 -2.29623
C -0.97535 5.93182 3.65954
C -0.58548 4.76903 2.75292
C 0.24499 3.68568 3.46137
O 1.60691 4.02679 3.66355
C 1.85401 4.81749 4.81115
N 0.09971 5.29492 1.56887
H -0.13855 6.60296 3.85314
H -1.75956 6.52723 3.19073
H -1.35596 5.57230 4.61846
H -1.51326 4.29202 2.42056
H 0.26062 2.80069 2.81911
H -0.21935 3.38237 4.40865
H 1.18169 4.55679 5.63439
H 1.76623 5.88110 4.57752
H 2.88094 4.63215 5.12867
H 0.27143 4.52366 0.93042
H 1.03005 5.58129 1.86177
C 0.49668 -3.58449 -9.29092
C -0.84607 -3.00601 -8.85756
C -0.85621 -2.49344 -7.40772
O -0.93962 -3.51012 -6.42589
C 0.29604 -4.11537 -6.08660
N -1.89268 -4.00524 -9.09357
H 0.67711 -4.57227 -8.86736
H 0.52633 -3.69243 -10.37543
H 1.32034 -2.92991 -8.99746
H -1.05136 -2.14557 -9.50166
H -1.75575 -1.88627 -7.27208
H 0.00156 -1.83727 -7.20972
H 1.12224 -3.39917 -6.11595
H 0.50700 -4.96161 -6.74400
H 0.20592 -4.49920 -5.07053
H -2.79815 -3.58817 -8.89690
H -1.79478 -4.72252 -8.37990
C -6.03450 -5.16872 -2.33391
C -4.76321 -5.88345 -1.88809
C -4.19442 -5.35673 -0.55990
O -3.50470 -4.12329 -0.66502
C -4.32350 -2.97174 -0.64677
N -3.77816 -5.82028 -2.97283
H -5.83130 -4.17596 -2.73566
H -6.52750 -5.73692 -3.12299
H -6.73924 -5.06599 -1.50577
H -5.02084 -6.93479 -1.72938
H -3.45017 -6.07428 -0.20476
H -4.97014 -5.29757 0.21352
H -5.19622 -3.08620 0.00167
H -4.64199 -2.71595 -1.66080
H -3.71554 -2.14807 -0.27096
H -2.96820 -6.37820 -2.71688
H -3.41897 -4.86959 -3.00517
C 6.03997 0.29300 2.81778
C 5.76582 -0.21671 1.40679
C 5.81176 0.88458 0.33480
O 4.66212 1.70899 0.29743
C 4.65534 2.77350 1.23330
N 4.48698 -0.93491 1.40036
H 5.18904 0.83136 3.23504
H 6.24655 -0.54390 3.48557
H 6.90760 0.95655 2.83506
H 6.55539 -0.93369 1.16189
H 5.85110 0.39803 -0.64394
H 6.72048 1.49386 0.42152
H 5.65818 3.17960 1.39348
H 4.22324 2.45535 2.18442
H 4.02022 3.56277 0.83028
H 4.34804 -1.35809 0.48634
H 3.74717 -0.23999 1.46104
C 0.72387 1.71104 10.35888
C 0.38497 1.23096 8.95163
C 0.46528 2.33822 7.88769
O -0.63534 3.23158 7.88228
C -0.55413 4.28574 8.82539
N -0.93147 0.58577 8.97450
H -0.08409 2.29216 10.80328
H 0.90041 0.85779 11.01412
H 1.62751 2.32458 10.35836
H 1.12620 0.47356 8.68026
H 0.45356 1.86024 6.90412
H 1.40994 2.89263 7.95680
H 0.47535 4.62780 8.96368
H -0.97989 3.98514 9.78506
H -1.14796 5.11670 8.44384
H -1.11621 0.17991 8.06139
H -1.62870 1.32039 9.06060
*
```

Its expectation value of S² is 0.75. Its total energy is -65888.4817 eV. As for the HOMO energy (spin up / spin down): -8.81 / -8.89 eV.

The following is a DFT calculation (ωB97M-V/def2-TZVPD) of a cluster of 5 separate species, C30H77BN7O8P in total.

Geometry as ORCA input:
```
! RIJCOSX wB97M-V def2-TZVPD def2/J DEFGRID3
* xyz 0 1
H -2.06928 -6.82112 4.46456
N -2.00508 -6.01773 5.08911
C -2.56893 -5.03251 4.54679
C -3.24751 -5.05695 3.21209
B -4.80585 -4.92027 3.47461
C -5.54865 -6.00318 4.34146
C -6.70036 -6.70370 3.57975
C -7.91223 -6.98397 4.45220
C -8.73343 -5.78581 4.85975
N -9.27041 -5.01984 3.71389
P -5.79715 -3.40722 2.85558
N -5.77761 -2.31927 4.03680
H -2.62121 -4.07296 5.04117
H -3.07228 -6.00168 2.70813
H -2.89477 -4.24028 2.59162
H -5.90677 -5.50380 5.24053
H -4.80113 -6.72204 4.64106
H -6.32440 -7.65703 3.24232
H -6.96426 -6.13299 2.70220
H -8.52648 -7.71109 3.94053
H -7.56174 -7.46123 5.36292
H -9.55489 -6.15622 5.45938
H -8.16390 -5.13394 5.50868
H -10.28044 -5.00275 3.77675
H -9.00040 -4.05026 3.82224
H -7.08951 -3.84141 2.51832
H -5.28960 -2.91777 1.63194
H -5.22902 -2.70520 4.80349
C -0.86667 1.74691 0.35405
O -0.82264 2.43321 1.59032
C -2.00475 3.16192 1.90709
C -2.77289 2.51014 3.03708
N -3.36784 1.24700 2.62375
C -3.89797 0.42011 3.71227
C -2.94142 -0.03767 4.80604
O -1.97036 -0.98171 4.38672
C -0.83790 -0.42054 3.74582
H 0.14807 1.42246 0.12511
H -1.50579 0.85893 0.39925
H -1.21664 2.39953 -0.45132
H -2.63463 3.29210 1.02249
H -1.68442 4.15457 2.23855
H -3.56939 3.18775 3.35943
H -2.07555 2.39153 3.87728
H -2.67377 0.70728 2.12460
H -4.32178 -0.47606 3.26353
H -4.72840 0.95579 4.18120
H -3.54614 -0.54933 5.55838
H -2.45299 0.80064 5.31833
H -0.57669 0.55385 4.16680
H -0.99365 -0.32244 2.66747
H 0.00167 -1.09676 3.88944
C 0.46955 -3.97826 3.01747
O 1.26939 -3.21539 2.13198
C 2.66461 -3.24620 2.40832
C 3.42051 -4.02947 1.35605
N 3.12125 -5.45350 1.43094
C 3.59563 -6.24828 0.29978
C 3.08795 -5.91515 -1.10081
O 1.72244 -6.21020 -1.32367
C 0.80433 -5.23325 -0.87384
H -0.56876 -3.70275 2.83785
H 0.57316 -5.05382 2.83692
H 0.71058 -3.76458 4.06213
H 2.85803 -3.64019 3.41001
H 3.01614 -2.21065 2.38211
H 4.49396 -3.88456 1.51084
H 3.16285 -3.59641 0.38066
H 2.12127 -5.57663 1.51253
H 3.32280 -7.28605 0.50527
H 4.68949 -6.20509 0.28697
H 3.63965 -6.55227 -1.79617
H 3.30646 -4.88012 -1.39043
H 1.19964 -4.22038 -0.98364
H 0.51327 -5.40139 0.16706
H -0.09500 -5.32169 -1.48390
C 1.58873 4.59876 0.88994
O 1.98171 5.43402 -0.18425
C 3.22018 6.10676 0.00094
C 4.29582 5.54042 -0.90147
N 4.67937 4.19304 -0.49221
C 5.50541 3.46648 -1.45391
C 4.94533 3.21420 -2.85032
O 3.87054 2.29309 -2.90535
C 2.60374 2.82576 -2.57048
H 0.55242 4.31539 0.72713
H 2.18604 3.68117 0.93304
H 1.66346 5.11976 1.84871
H 3.52972 6.07930 1.04992
H 3.05796 7.15284 -0.27365
H 5.17667 6.18827 -0.85510
H 3.90932 5.57673 -1.92813
H 3.84386 3.65268 -0.31556
H 5.73106 2.49312 -1.01134
H 6.45807 3.99637 -1.55651
H 5.74609 2.76091 -3.44028
H 4.67395 4.14697 -3.36104
H 2.50927 3.86981 -2.87899
H 2.40021 2.73907 -1.49961
H 1.84568 2.23970 -3.09260
C 5.59710 6.02450 -8.99510
O 4.22553 6.30778 -9.19083
C 3.41376 5.16981 -9.45312
C 2.49939 4.85347 -8.28836
N 3.24514 4.36101 -7.13766
C 2.48127 4.27188 -5.89430
C 1.86033 5.54101 -5.31677
O 2.79346 6.47377 -4.80499
C 3.39301 7.32987 -5.75868
H 6.13230 6.97227 -9.02249
H 5.78625 5.55273 -8.02456
H 5.98675 5.37929 -9.78721
H 4.02678 4.30398 -9.71908
H 2.79188 5.41763 -10.31781
H 1.78479 4.08606 -8.60115
H 1.93163 5.76550 -8.06225
H 4.04366 4.96104 -6.98212
H 3.15932 3.87412 -5.13579
H 1.68864 3.52897 -6.03099
H 1.25829 5.23545 -4.45685
H 1.17108 6.02961 -6.01604
H 2.70160 7.59132 -6.56324
H 4.29920 6.88933 -6.18339
H 3.68483 8.24434 -5.24217
*
```

Its total energy is -69127.0305 eV. As for the HOMO energy: -8.44 eV. As for the SMILES: [H]/N=C\CB(CCCCN)[PH2]=N.COCCNCCOC.COCCNCCOC.COCCNCCOC.COCCNCCOC.

The following is a DFT calculation (ωB97M-V/def2-TZVPD) of a structure of composition C30H78AsF8N7O11S2.

Geometry as ORCA input:
```
! RIJCOSX wB97M-V def2-TZVPD def2/J DEFGRID3
* xyz -1 2
As -7.49879 -4.19536 13.84216
F -6.39616 -5.30790 12.98205
F -7.28271 -2.83401 12.64223
F -8.75161 -3.17344 14.63959
F -7.77871 -5.46780 15.12644
F -6.15593 -3.56033 14.91145
F -8.85110 -4.67041 12.72429
N -5.78410 -4.65193 19.53674
S -4.99315 -3.83744 20.65315
O -5.58439 -2.55188 20.76732
O -3.51021 -3.96237 20.81990
F -5.65625 -4.59928 21.89807
S -4.57013 -4.06839 18.40378
O -3.32490 -4.83362 18.28302
O -4.60313 -2.65623 18.10007
F -5.47154 -4.70646 17.22406
C -4.69619 -0.28083 13.22131
C -3.62030 -0.51605 12.06664
C -2.28047 0.10225 12.62294
C -1.65495 -0.78522 13.63400
C -1.31625 -2.18952 12.98493
C -2.61563 -2.88416 12.37791
N -3.47238 -1.98520 11.68922
O -4.63368 -2.61219 11.26121
C -1.97768 -3.76856 11.28513
C -3.24266 -3.78500 13.46767
C -4.11309 0.29643 10.82336
H -4.47238 -0.88894 14.09778
H -5.76041 -0.28511 12.98566
H -4.52338 0.74041 13.56088
H -1.60268 0.21250 11.77645
H -2.47278 1.03393 13.15500
H -2.25658 -1.01964 14.51217
H -0.73413 -0.42437 14.09224
H -0.85386 -2.81747 13.74648
H -0.55695 -2.00058 12.22607
H -1.40382 -3.24457 10.52079
H -1.21002 -4.39738 11.73613
H -2.64193 -4.49404 10.81550
H -3.26535 -3.06772 14.28809
H -4.25150 -4.16626 13.30965
H -2.60487 -4.62647 13.73836
H -3.39731 0.26942 10.00175
H -4.22846 1.36404 11.01043
H -4.97656 -0.16177 10.34110
H -5.11280 -2.70471 12.08794
C -6.64069 -7.40923 11.05535
O -7.80607 -6.78165 10.56746
H -6.36301 -8.37057 10.62312
H -5.72368 -6.86562 10.82801
H -6.79169 -7.56937 12.12290
H -8.51991 -7.33873 10.88636
C -7.90381 -2.68877 9.58569
C -9.44039 -2.40563 9.87427
C -10.38424 -3.10623 8.90991
O -11.62665 -2.72495 9.61528
C -12.77514 -3.28073 8.88480
N -9.64385 -2.77997 11.28194
H -7.65622 -3.74667 9.49823
H -7.25626 -2.20364 10.31605
H -7.53465 -2.30946 8.63283
H -9.55726 -1.34093 9.67216
H -10.27123 -4.18567 9.01060
H -10.47322 -2.82327 7.86105
H -12.56811 -4.32077 8.63269
H -12.96383 -2.78662 7.93173
H -13.66410 -3.22778 9.51332
H -8.91063 -2.20733 11.67509
H -9.20639 -3.67155 11.46582
C -11.61634 -6.22747 13.12242
C -11.98498 -5.71535 11.74682
C -12.71316 -6.79302 10.99587
O -13.50101 -6.21268 9.96991
C -13.45016 -6.89518 8.72766
N -12.72929 -4.43450 11.78983
H -12.44253 -6.68236 13.66887
H -11.05644 -5.47525 13.67809
H -10.88608 -7.03668 13.12304
H -11.03040 -5.71787 11.22063
H -13.32944 -7.31445 11.72828
H -11.98798 -7.54479 10.68434
H -12.77507 -6.35378 8.06490
H -14.44307 -7.00669 8.29200
H -12.93594 -7.85364 8.65677
H -13.57981 -4.68095 12.27562
H -13.30293 -4.43221 10.95855
C -9.31662 -1.85018 18.30078
C -8.37588 -2.82557 18.98424
C -8.83534 -2.92007 20.44414
O -8.23523 -4.23203 20.85362
C -8.38034 -4.45161 22.25242
N -8.61070 -4.08386 18.27783
H -10.36497 -2.14594 18.26092
H -8.83504 -1.31229 17.48417
H -9.47786 -1.03243 19.00319
H -7.39386 -2.36178 19.07721
H -9.91820 -3.04065 20.47541
H -8.53103 -2.07349 21.05960
H -8.17022 -5.50253 22.45121
H -9.38006 -4.19195 22.60059
H -7.63725 -3.84596 22.77116
H -8.52759 -3.90734 17.28686
H -9.61439 -4.14773 18.18491
C -11.76189 -1.01330 15.79135
C -11.86491 -1.16514 14.22693
C -11.13456 -0.18345 13.36407
O -11.11814 -0.37040 12.00798
C -10.43219 0.69703 11.38569
N -11.48151 -2.51085 13.82764
H -12.68470 -0.81684 16.33717
H -11.14308 -0.14711 16.02563
H -11.30216 -1.81614 16.36771
H -12.90645 -0.90437 14.03906
H -10.10966 -0.16746 13.73479
H -11.50121 0.82191 13.57121
H -9.37182 0.66280 11.63579
H -10.85867 1.69147 11.51726
H -10.38096 0.74398 10.29790
H -10.64158 -2.69792 14.35644
H -12.10282 -3.01943 14.44036
C -8.62878 -8.58517 16.54784
C -8.76653 -7.34582 17.54973
C -9.41527 -7.54145 18.96339
O -9.42495 -6.28986 19.65668
C -10.50431 -6.12327 20.58858
N -7.54695 -6.66929 17.69737
H -7.57419 -8.81076 16.38954
H -9.18831 -8.57049 15.61253
H -8.89161 -9.47977 17.11239
H -9.51182 -6.79902 16.97210
H -8.95155 -8.38230 19.47917
H -10.41637 -7.87247 18.68713
H -10.36503 -6.52107 21.59380
H -11.42658 -6.66103 20.36872
H -10.75479 -5.06658 20.68219
H -7.34558 -6.20109 16.82540
H -6.75060 -7.29033 17.71274
*
```

Its expectation value of S² is 0.76. Its total energy is -169567.2121 eV. As for the HOMO energy (spin up / spin down): -5.24 / -5.24 eV.